Entry 1:
A 3-piece molecular cluster, C2H5NSi overall, computed with ωB97M-V/def2-TZVPD.

```
9
C2H5NSi (ωB97M-V/def2-TZVPD)
C -0.07 -0.03 -1.25
C 1.02 0.05 -0.36
N -0.87 -0.23 -2.05
Si 0.29 1.10 1.15
H 1.45 -0.92 -0.10
H 1.90 0.72 -0.85
H -1.52 -1.22 1.95
H -2.07 -1.51 1.37
H -0.11 2.04 0.15
```

Properties
Total energy = -11517.1550 eV
HOMO level (alpha / beta) = -7.478 / -10.885 eV
Orbital gap (alpha / beta) = 8.2 / 8.0 eV
⟨S²⟩ = 2.003
Multiplicity = 3
Energy above the lowest of the compared OMol25 structures with the same formula, charge and spin = 32.51 kJ/mol

Charges computed using natural (NBO), reported in e: 0.242 -0.931 -0.304 0.641 0.268 0.282 -0.029 0.026 -0.195


Entry 2:
A 3-piece molecular cluster, C2H5O2 overall, computed with ωB97M-V/def2-TZVPD.

```
9
C2H5O2 (ωB97M-V/def2-TZVPD)
C -0.77 0.57 2.12
C 0.13 -0.26 0.03
O 0.51 0.15 -1.11
O -0.49 0.34 0.94
H -1.79 0.38 2.41
H -0.14 1.03 2.89
H 1.09 -1.39 -2.44
H 1.02 -1.78 -3.20
H 0.44 0.96 -1.64
```

Properties
Total energy = -6234.0614 eV
HOMO level (alpha / beta) = -13.472 / -17.235 eV
Orbital gap (alpha / beta) = 7.2 / 8.6 eV
⟨S²⟩ = 2.007
Multiplicity = 3
Energy above the lowest of the compared OMol25 structures with the same formula, charge and spin = 212.38 kJ/mol
Total charge = +1

Charges computed using natural (NBO), reported in e: -0.025 1.045 -0.611 -0.432 0.204 0.228 -0.062 0.057 0.595


Entry 3:
A 2-piece molecular cluster, C2H5O2S overall, computed with ωB97M-V/def2-TZVPD.

```
10
C2H5O2S (ωB97M-V/def2-TZVPD)
C 1.84 -0.54 0.32
S 1.17 0.99 -0.46
H 2.01 -1.37 -0.37
H 2.77 -0.29 0.83
H 1.20 -0.95 1.11
O -3.15 1.04 -0.66
C -2.12 0.65 -0.16
O -1.55 -0.49 -0.53
H -1.59 1.28 0.56
H -0.56 -0.31 -0.64
```

Properties
Total energy = -17086.5169 eV
HOMO level = -3.037 eV
Orbital gap = 7.2 eV
Energy above the lowest of the compared OMol25 structures with the same formula, charge and spin = 60.11 kJ/mol
Total charge = -1

Charges computed using natural (NBO), reported in e: -0.739 -0.684 0.175 0.181 0.171 -0.625 0.653 -0.759 0.116 0.511


Entry 4:
A 2-piece molecular cluster, C2H5O2S overall, computed with ωB97M-V/def2-TZVPD.

```
10
C2H5O2S (ωB97M-V/def2-TZVPD)
C 1.58 -1.29 0.13
C -1.25 1.03 0.37
O 2.56 0.94 1.08
O 3.52 0.08 -1.05
S 2.32 0.29 -0.23
H 0.71 -1.06 0.83
H 1.20 -1.47 -0.95
H -1.49 -0.04 0.76
H -1.06 1.81 1.06
H -0.78 1.09 -0.49
```

Properties
Total energy = -17081.5152 eV
HOMO level (alpha / beta) = -3.585 / -2.952 eV
Orbital gap (alpha / beta) = 7.3 / 6.1 eV
Energy above the lowest of the compared OMol25 structures with the same formula, charge and spin = 542.70 kJ/mol
Total charge = -1

Charges computed using natural (NBO), reported in e: -0.908 -0.480 -1.012 -1.007 1.634 0.162 0.148 0.162 0.157 0.145


Entry 5:
C2H5O2Si as an isolated structure, computed with ωB97M-V/def2-TZVPD.

```
10
C2H5O2Si (ωB97M-V/def2-TZVPD)
C -0.56 -1.08 1.77
C 0.98 0.78 -0.81
O 0.58 -1.38 2.03
O -1.62 -1.04 2.33
Si -0.74 0.09 -0.40
H 1.40 -0.16 -0.64
H 0.97 1.04 -1.81
H 1.51 1.58 -0.28
H -0.65 -0.73 -1.66
H -1.89 0.89 -0.52
```

Properties
Total energy = -14127.7263 eV
HOMO level = -2.760 eV
Orbital gap = 7.1 eV
Energy above the lowest of the compared OMol25 structures with the same formula, charge and spin = 70.78 kJ/mol
Total charge = -1

Charges computed using natural (NBO), reported in e: 0.784 -1.062 -0.728 -0.721 0.547 0.230 0.199 0.207 -0.228 -0.230


Entry 6:
A 2-piece molecular cluster, C2H5O3 overall, computed with ωB97M-V/def2-TZVPD.

```
10
C2H5O3 (ωB97M-V/def2-TZVPD)
C 0.77 1.52 0.40
O 0.52 0.71 1.54
H 1.82 1.43 0.12
H 0.56 2.56 0.70
H 0.13 1.22 -0.43
O -0.41 -3.04 -0.97
C -0.93 -1.92 -0.88
O -0.92 -1.11 0.08
H -1.35 -1.48 -1.83
H -0.19 0.10 1.28
```

Properties
Total energy = -8298.7235 eV
HOMO level = -4.304 eV
Orbital gap = 8.5 eV
Energy above the lowest of the compared OMol25 structures with the same formula, charge and spin = 92.02 kJ/mol
Total charge = -1

Charges computed using natural (NBO), reported in e: -0.247 -0.775 0.148 0.138 0.191 -0.763 0.638 -0.839 -0.013 0.521


Entry 7:
C2H5O3P in the gas phase, computed with ωB97M-V/def2-TZVPD.

```
11
C2H5O3P (ωB97M-V/def2-TZVPD)
C 1.98 -0.46 0.10
O 0.70 -0.97 -0.11
C -0.23 -0.02 -0.24
O -0.03 1.16 -0.30
O -1.42 -0.70 -0.28
P -2.87 0.09 -0.04
H 2.61 -1.30 0.24
H 2.07 0.23 1.00
H 2.24 0.06 -0.75
H -2.34 1.28 -0.87
H -2.70 0.63 1.25
```

Properties
Total energy = -17585.7368 eV
Structure (SMILES) = COC(=O)OP
HOMO level = -10.050 eV
Orbital gap = 10.7 eV
Energy above the lowest of the compared OMol25 structures with the same formula, charge and spin = 152.97 kJ/mol

Charges computed using natural (NBO), reported in e: -0.249 -0.485 0.988 -0.608 -0.765 0.640 0.194 0.188 0.186 -0.021 -0.069


Entry 8:
An isolated ion of composition C2H5O3S and charge -1, computed with ωB97M-V/def2-TZVPD.

```
11
C2H5O3S (ωB97M-V/def2-TZVPD)
C -0.19 0.60 -0.46
C 0.59 -0.61 0.07
S 0.74 -1.56 -1.48
O -0.53 -1.38 -2.20
O 1.81 -0.88 -2.12
O 0.97 -2.94 -1.03
H 0.39 0.72 -1.43
H -1.26 0.46 -0.81
H -0.21 1.63 -0.05
H 0.13 -1.49 0.55
H 1.53 -0.31 0.46
```

Properties
Total energy = -19133.6624 eV
Structure (SMILES) = CCS(=O)(=O)[O-]
HOMO level = -4.751 eV
Orbital gap = 8.9 eV
Energy above the lowest of the compared OMol25 structures with the same formula, charge and spin = 0.00 kJ/mol
Total charge = -1

Charges computed using natural (NBO), reported in e: -0.664 -0.704 2.405 -1.041 -1.051 -1.040 0.242 0.227 0.184 0.227 0.216


Entry 9:
A 2-piece molecular cluster, C2H5O4PS overall, computed with ωB97M-V/def2-TZVPD.

```
13
C2H5O4PS (ωB97M-V/def2-TZVPD)
C 1.55 0.92 -0.74
C -0.66 -0.90 0.86
O -2.71 -1.00 -0.98
O -2.67 0.22 1.28
O -1.46 1.22 -0.77
O 2.86 -1.08 0.48
P -1.98 -0.02 -0.10
S 1.68 -0.88 -0.47
H 0.50 1.12 -0.93
H 2.18 1.19 -1.60
H 1.90 1.43 0.15
H -0.27 -0.31 1.68
H -0.91 -1.91 1.14
```

Properties
Total energy = -30468.4305 eV
HOMO level (alpha / beta) = 0.297 / 0.293 eV
Orbital gap (alpha / beta) = 5.7 / 5.7 eV
Energy above the lowest of the compared OMol25 structures with the same formula, charge and spin = 284.18 kJ/mol
Total charge = -2

Charges computed using natural (NBO), reported in e: -0.846 -0.605 -1.232 -1.158 -1.231 -1.080 2.332 0.785 0.312 0.174 0.199 0.177 0.172


Entry 10:
C2H5O4Tl as an isolated structure, computed with ωB97M-V/def2-TZVPD.

```
12
C2H5O4Tl (ωB97M-V/def2-TZVPD)
Tl 23.07 -3.44 -8.45
C 21.27 1.46 -7.82
C 21.50 -0.03 -7.42
O 22.47 -0.66 -7.85
O 20.78 -0.46 -6.46
H 22.04 2.14 -7.45
H 20.25 1.77 -7.62
H 21.54 1.55 -8.88
O 20.26 -3.11 -7.95
H 19.53 -3.15 -8.60
O 22.05 -3.23 -5.68
H 22.56 -2.66 -5.08
```

Properties
Total energy = -15025.5797 eV
HOMO level (alpha / beta) = -15.038 / -14.769 eV
Orbital gap (alpha / beta) = 8.5 / 7.7 eV
⟨S²⟩ = 1.760
Multiplicity = 2
Total charge = +1

Charges computed using natural (NBO), reported in e: 0.951 -0.728 0.742 -0.654 -0.128 0.276 0.251 0.265 -0.428 0.442 -0.425 0.436


Entry 11:
An isolated ion of composition C2H5O5P and charge -2, computed with ωB97M-V/def2-TZVPD.

```
13
C2H5O5P (ωB97M-V/def2-TZVPD)
C -1.39 0.77 0.31
C -0.38 -0.36 -0.08
O -0.47 -1.45 0.86
O -0.68 -0.87 -1.39
P 1.40 0.23 -0.02
O 1.99 -0.61 1.12
O 1.38 1.73 0.27
O 1.86 -0.11 -1.57
H -0.74 1.30 1.03
H -2.27 0.46 0.89
H -1.56 1.31 -0.64
H 0.58 -1.63 0.97
H 0.28 -0.76 -1.74
```

Properties
Total energy = -21682.6185 eV
Structure (SMILES) = CC(O)(O)P(=O)([O-])[O-]
HOMO level = 0.080 eV
Orbital gap = 7.0 eV
Energy above the lowest of the compared OMol25 structures with the same formula, charge and spin = 56.45 kJ/mol
Total charge = -2

Charges computed using natural (NBO), reported in e: -0.675 0.125 -0.823 -0.829 2.268 -1.223 -1.236 -1.248 0.247 0.167 0.205 0.506 0.514


Entry 12:
An isolated ion of composition C2H5O5S and charge -1, computed with ωB97M-V/def2-TZVPD.

```
13
C2H5O5S (ωB97M-V/def2-TZVPD)
O 0.42 0.58 -2.73
S -0.81 0.19 -1.87
O -2.08 0.61 -2.72
O -0.89 -1.52 -1.73
O -0.95 1.02 -0.39
C 0.26 0.91 0.43
C 0.53 -0.63 1.02
O 0.98 -0.58 2.45
H 1.23 1.38 -0.05
H 0.05 1.57 1.41
H 1.38 -1.09 0.34
H -0.47 -1.24 0.90
H 0.35 -1.21 2.94
```

Properties
Total energy = -23225.9325 eV
Structure (SMILES) = O=S(=O)([O-])OCCO
HOMO level = -4.918 eV
Orbital gap = 8.1 eV
Energy above the lowest of the compared OMol25 structures with the same formula, charge and spin = 355.10 kJ/mol
Total charge = -1

Charges computed using natural (NBO), reported in e: -0.944 2.253 -0.955 -0.949 -0.682 -0.118 -0.118 -0.758 0.201 0.191 0.193 0.217 0.467